Density functional theory data (wB97M-V/def2-TZVPD) for a gas-phase ion, C4H9N2 (charge +1) at a distorted geometry.

Last column: Mulliken charge in e.
Cartesian coordinates (Å):
C1 -1.75832 0.97712 -0.44764  -0.9390
C2 -0.82322 -0.00822 -0.19480  0.6842
N1 -1.34920 -1.33506 -0.30999  -0.6682
C3 0.62935 -0.11520 0.13796  0.7158
C4 1.63310 0.80202 -0.33378  -1.1501
N2 0.93985 -1.19858 0.84178  -0.3424
H1 -2.77290 0.74566 -0.63781  0.3108
H2 -1.67817 2.08298 -0.05136  0.2254
H3 -2.23750 -1.44146 -0.76125  0.2738
H4 -0.72804 -1.89684 -0.95310  0.2538
H5 1.40722 1.17480 -1.36558  0.3361
H6 2.67012 0.40149 -0.14591  0.3653
H7 1.63198 1.72454 0.30659  0.3243
H8 0.22141 -1.78056 1.26608  0.3120
H9 1.97202 -1.53253 0.98219  0.2982

## Properties
relative energy (zero: lowest compared OMol25 entry of this formula, charge and spin)	46.82	kcal per mole
charge	+1
total energy	-7266.11127	eV
highest occupied orbital energy	-13.451	eV
Kohn-Sham gap	8.12	eV
SMILES	C=C(N)C(C)=[NH2+]

---

Density functional theory data (wB97M-V/def2-TZVPD) for a gas-phase ion, C4H9N2 (charge +1) at a distorted geometry.

Last column: Mulliken charge in e.
Cartesian coordinates (Å):
C1 -2.99358 -0.22387 -0.34778  -0.1761
N1 -2.01866 0.38039 0.13264  -0.0161
C2 -0.85847 0.85490 0.39286  -0.0024
C3 0.35837 0.81304 -0.50222  -0.4167
N2 1.25267 0.36307 0.56125  -0.2246
C4 2.11124 -0.67298 0.04678  -0.9709
H1 -2.95743 -1.33498 -0.56253  0.2803
H2 -3.92285 0.30074 -0.71348  0.2802
H3 -0.57753 1.25701 1.26499  0.4261
H4 0.30007 -0.00612 -1.23879  0.3214
H5 0.55246 1.85358 -0.92725  0.2887
H6 1.66204 0.97798 1.14191  0.1825
H7 2.80109 -0.19314 -0.61671  0.4041
H8 2.53869 -1.17146 0.84156  0.3284
H9 1.65352 -1.36380 -0.70564  0.2952

## Properties
relative energy (zero: lowest compared OMol25 entry of this formula, charge and spin)	89.25	kcal per mole
charge	+1
total energy	-7264.27159	eV
highest occupied orbital energy	-13.433	eV
Kohn-Sham gap	8.41	eV
SMILES	C=[N+]=CCNC

---

Density functional theory data (wB97M-V/def2-TZVPD) for a molecular structure, C4H9N2 at a distorted geometry.

Last column: Mulliken charge in e.
Cartesian coordinates (Å):
C1 -1.55028 1.07576 -0.14247  -0.3988
C2 -2.16376 0.02247 0.72521  -0.2568
C3 -0.93376 -0.10332 -0.86058  -0.6660
C4 1.87438 -0.54133 0.12905  -0.1908
N1 -1.63191 -0.92981 -0.03391  0.0111
N2 2.98263 0.15930 0.19249  -0.2255
H1 -2.28116 1.60110 -0.75205  0.2771
H2 -0.89716 1.80057 0.33092  0.2397
H3 -2.72439 -0.03513 1.63182  0.4267
H4 1.68525 -1.16621 -0.72549  0.2999
H5 1.22131 -0.57980 0.98422  0.2855
H6 -0.68645 -0.29047 -1.88695  0.4475
H7 -1.71271 -1.94045 -0.00549  0.2097
H8 3.63018 0.18978 -0.58339  0.2696
H9 3.18782 0.73757 0.99662  0.2711

## Properties
relative energy (zero: lowest compared OMol25 entry of this formula, charge and spin)	109.41	kcal per mole
charge	+1
total energy	-7263.39724	eV
highest occupied orbital energy (spin up / spin down)	-11.081 / -10.528	eV
Kohn-Sham gap (spin up / spin down)	6.68 / 5.59	eV

---

Density functional theory data (wB97M-V/def2-TZVPD) for a molecular structure, C4H9N2 at a distorted geometry.

Last column: Mulliken charge in e.
Cartesian coordinates (Å):
C1 -0.89124 -0.45142 -0.80145  0.0275
C2 0.40960 -2.06128 -0.38247  -0.2382
C3 -0.11680 2.02728 0.77036  -1.2640
C4 0.81240 0.82221 0.63142  -0.1222
N1 -0.79601 -1.73809 -1.11235  -0.1159
N2 0.13733 -0.23650 -0.02395  -0.1706
H1 -1.66570 0.24020 -1.10676  0.4254
H2 0.30618 -2.62737 0.53280  0.3010
H3 1.32914 -2.18241 -0.94128  0.2994
H4 -0.38371 2.42332 -0.20553  0.3778
H5 -1.02246 1.76832 1.31325  0.3808
H6 0.40525 2.80295 1.32501  0.3593
H7 1.12337 0.46689 1.61793  0.2863
H8 1.71022 1.10073 0.06449  0.2647
H9 -1.35757 -2.35483 -1.68147  0.1887

## Properties
relative energy (zero: lowest compared OMol25 entry of this formula, charge and spin)	63.04	kcal per mole
charge	+1
total energy	-7265.40807	eV
highest occupied orbital energy	-14.731	eV
Kohn-Sham gap	10.44	eV

---

Density functional theory data (wB97M-V/def2-TZVPD) for 2 unconnected molecules or ions with the total composition C4H9N2 at a distorted geometry.

Last column: Mulliken charge in e.
Cartesian coordinates (Å):
C1 1.84910 -2.13339 0.75903  -0.2469
C2 1.81055 1.06523 -0.30056  -0.3271
C3 -1.76649 0.69222 -0.67871  -0.7866
C4 -1.16280 -0.13146 0.35129  -0.0855
N1 1.57042 -1.36924 -0.22363  -0.5640
N2 1.28970 -0.05882 -0.03573  0.1653
H1 1.97728 -3.17352 0.57078  0.2929
H2 1.91774 -1.81092 1.74996  0.3221
H3 2.72019 1.15551 -0.77809  0.3345
H4 1.35797 2.01377 -0.22420  0.2669
H5 -2.50213 0.27596 -1.35630  0.3554
H6 -2.13935 1.58006 -0.27908  0.3392
H7 -0.89986 0.98497 -1.26010  0.2765
H8 -1.01258 -1.17074 0.22931  0.3165
H9 -0.80175 0.31549 1.30111  0.3408

## Properties
relative energy (zero: lowest compared OMol25 entry of this formula, charge and spin)	131.13	kcal per mole
charge	+1
total energy	-7262.45549	eV
highest occupied orbital energy (spin up / spin down)	-14.060 / -14.061	eV
Kohn-Sham gap (spin up / spin down)	7.83 / 7.83	eV

---

Density functional theory data (wB97M-V/def2-TZVPD) for a gas-phase ion, C4H9N2 (charge +1) at a distorted geometry.

Last column: Mulliken charge in e.
Cartesian coordinates (Å):
C1 0.39326 -1.27874 0.52502  0.0705
N1 0.61182 -0.32134 -0.19619  0.1454
C2 2.09002 -0.19892 -0.29790  -0.8393
C3 -0.32992 0.61174 -0.77737  -0.0391
N2 -1.51689 0.62221 -0.49506  -0.2057
C4 -2.46225 0.06452 0.24992  -0.7313
H1 -0.66749 -1.48154 0.88149  -0.0308
H2 1.15256 -2.00520 1.02857  0.2330
H3 2.55712 0.18271 -1.33187  0.3066
H4 2.38349 0.64752 0.34537  0.3764
H5 2.48482 -1.11692 -0.03694  0.3119
H6 0.07736 1.32245 -1.40112  0.4335
H7 -3.26858 -0.12673 -0.51209  0.3232
H8 -2.29938 -0.78880 1.00469  0.3305
H9 -2.98148 0.91039 0.76920  0.3153

## Properties
relative energy (zero: lowest compared OMol25 entry of this formula, charge and spin)	97.56	kcal per mole
charge	+1
total energy	-7263.91120	eV
highest occupied orbital energy	-14.248	eV
Kohn-Sham gap	9.01	eV
SMILES	C=[N+](C)/C=N\C

---

Density functional theory data (wB97M-V/def2-TZVPD) for 2 unconnected molecules or ions with the total composition C4H9N2 at a distorted geometry.

Last column: Mulliken charge in e.
Cartesian coordinates (Å):
C1 -0.74692 1.81965 0.56758  0.2339
C2 2.02473 0.19755 -0.49140  -0.7844
C3 -2.34986 -0.71749 -0.31715  -0.3441
C4 0.81800 -0.18299 0.42272  -0.4693
N1 -0.46340 1.82300 -0.65031  -0.4073
N2 -0.46669 0.49488 0.06080  -0.0036
H1 -1.04490 2.37187 1.42582  0.3701
H2 1.89571 1.33476 -0.81366  0.2736
H3 2.81078 0.09927 0.22666  0.3178
H4 2.06802 -0.44510 -1.44839  0.2937
H5 -2.88577 0.13171 -0.24391  0.2838
H6 -1.98933 -1.09448 -1.20710  0.3321
H7 -2.37902 -1.20931 0.63626  0.3138
H8 1.13900 -0.13952 1.51899  0.3402
H9 0.46312 -1.29280 0.39737  0.2498

## Properties
relative energy (zero: lowest compared OMol25 entry of this formula, charge and spin)	168.08	kcal per mole
charge	+1
total energy	-7260.85291	eV
highest occupied orbital energy	-15.266	eV
Kohn-Sham gap	9.21	eV

---

Density functional theory data (wB97M-V/def2-TZVPD) for 2 unconnected molecules or ions with the total composition C4H9N2 at a distorted geometry.

Last column: Löwdin spin population.
Cartesian coordinates (Å):
C1 -0.27414 -0.04430 -1.50272  0.0907
C2 -1.01949 -0.08650 -0.10445  0.7299
C3 2.13495 -0.95101 -0.92182  0.0194
C4 -0.64198 -0.05434 2.28101  0.8090
N1 0.01233 -1.43619 -2.06342  0.0707
N2 0.90874 -0.80341 -1.55343  0.0630
H1 -0.15224 0.82293 -2.14936  0.0035
H2 -1.54461 -1.01389 0.12171  0.0384
H3 0.42420 0.14374 2.37618  0.0498
H4 -1.76142 0.80691 0.02995  0.0264
H5 1.88524 -0.60111 0.08486  0.0053
H6 2.98679 -0.22266 -1.22605  0.0028
H7 2.55081 -1.94066 -1.10606  0.0019
H8 -1.01777 -1.02930 2.40091  0.0455
H9 -1.34397 0.75069 2.27506  0.0437

## Properties
relative energy (zero: lowest compared OMol25 entry of this formula, charge and spin)	118.53	kcal per mole
charge	+1
2S+1	3
total energy	-7258.31984	eV
highest occupied orbital energy (spin up / spin down)	-11.362 / -17.278	eV
Kohn-Sham gap (spin up / spin down)	5.34 / 10.88	eV